# 1
The following is a quantum chemistry calculation of C22H33BBrF3INO4S as an isolated structure in a non-equilibrium geometry, from the Open Molecules 2025 dataset.

Summary:
2S+1 ... 1
Frontier orbital gap ... 9.6 eV
Total energy ... -4808.180261 Ha
Max |F| ... 2.0 eV/A

Element x y z (Å)
C 5.116 -0.826 1.183
C 4.812 -0.716 2.688
C 3.280 -0.584 2.895
C 2.594 -1.840 3.494
C 1.457 -2.422 2.614
C 0.065 -2.025 3.135
C -0.196 -0.502 3.127
C -1.085 -0.002 1.969
C -0.295 0.391 0.709
C -1.037 0.447 -0.674
B -2.515 1.062 -0.645
C -3.206 1.804 -1.890
O -3.335 0.949 0.442
C -0.181 1.496 -1.457
C -0.391 2.948 -1.100
C -0.146 3.844 -2.135
C -0.304 5.168 -1.869
C -0.658 5.628 -0.625
N -0.895 4.795 0.376
C -0.754 3.504 0.099
O 1.241 1.240 -1.308
S 1.743 -0.133 -1.907
O 2.543 0.082 -3.063
O 2.431 -0.883 -0.910
C 0.252 -1.051 -2.408
I -0.092 -0.582 -4.496
C -0.982 -0.903 -1.472
Br -0.812 -2.464 -0.232
C -2.326 -1.210 -2.170
C -2.354 -2.563 -2.966
C -3.510 -3.448 -2.560
F -3.568 -3.732 -1.257
F -3.448 -4.629 -3.209
F -4.667 -2.864 -2.942
H 4.644 0.000 0.658
H 4.699 -1.765 0.821
H 6.195 -0.777 1.038
H 5.197 -1.571 3.241
H 5.261 0.198 3.081
H 3.021 0.289 3.497
H 2.817 -0.405 1.921
H 2.175 -1.591 4.472
H 3.322 -2.638 3.654
H 1.566 -2.079 1.585
H 1.528 -3.509 2.691
H -0.746 -2.544 2.626
H 0.020 -2.364 4.175
H 0.732 0.066 3.211
H -0.761 -0.303 4.041
H -1.589 0.892 2.347
H -1.871 -0.735 1.802
H 0.176 1.343 0.937
H 0.569 -0.273 0.644
H -2.569 1.887 -2.772
H -3.520 2.796 -1.566
H -4.078 1.209 -2.179
H -4.254 0.891 0.161
H -0.486 1.419 -2.503
H 0.142 3.494 -3.117
H -0.140 5.885 -2.666
H -0.766 6.693 -0.459
H -0.981 2.836 0.925
H 0.568 -2.086 -2.403
H -2.586 -0.448 -2.899
H -3.103 -1.369 -1.424
H -1.405 -3.092 -2.965
H -2.556 -2.329 -4.010

Cartesian forces (eV/Å) of the 6 atoms listed first:
0.240 -0.079 0.981
-0.850 0.764 -0.408
-0.134 -0.603 0.119
-0.262 0.213 -0.417
-0.364 0.074 0.695
0.649 0.377 0.274

Atomic partial charges in e from the Löwdin method, atoms 1 to 2: -0.110 -0.248



# 2
The following is a quantum chemistry calculation of C22H33BrNTl as an isolated structure in a non-equilibrium geometry, from the Open Molecules 2025 dataset.

Summary:
ΔE to the lowest compared entry with this formula, charge and spin ... 6.8 kcal per mole
2S+1 ... 1
Charge ... +2
Frontier orbital gap ... 5.2 eV
Total energy ... -3658.727514 Ha
Max |F| ... 1.4 eV/A

Element x y z (Å)
Tl -0.242 0.765 1.659
C 0.817 -0.957 -1.162
C 0.105 0.170 -1.420
C -1.378 -0.176 -1.063
C -1.359 -1.489 -0.667
C -0.037 -2.007 -0.682
C 0.375 -3.366 -0.337
C -0.468 -4.005 0.767
C 1.860 -3.505 -0.013
C 0.074 -4.082 -1.699
C -2.671 0.573 -1.133
C -2.623 2.094 -1.006
C -3.262 0.190 -2.515
C -3.641 0.074 -0.045
C 0.745 1.396 -2.006
C 2.239 1.160 -2.283
C 0.672 2.595 -1.042
C 0.087 1.696 -3.368
H 1.869 -1.083 -1.304
H -2.212 -2.069 -0.387
H -0.319 -3.468 1.702
H -0.159 -5.036 0.909
H -1.527 -4.003 0.533
H 2.109 -2.935 0.879
H 2.488 -3.160 -0.827
H 2.093 -4.549 0.171
H -0.981 -4.041 -1.949
H 0.365 -5.121 -1.568
H 0.650 -3.654 -2.513
H -2.064 2.568 -1.802
H -2.227 2.393 -0.034
H -3.637 2.478 -1.064
H -2.599 0.471 -3.327
H -4.206 0.713 -2.642
H -3.451 -0.878 -2.572
H -3.206 0.186 0.950
H -3.941 -0.959 -0.184
H -4.547 0.670 -0.083
H 2.788 0.916 -1.379
H 2.667 2.074 -2.686
H 2.388 0.376 -3.018
H 1.265 2.382 -0.147
H -0.336 2.867 -0.763
H 1.119 3.459 -1.524
H 0.137 0.809 -3.996
H 0.642 2.489 -3.861
H -0.946 2.008 -3.285
Br 0.681 4.599 5.861
C 1.585 3.060 5.211
C 2.689 2.518 5.861
C 3.290 1.401 5.307
C 2.749 0.843 4.157
N 1.680 1.351 3.551
C 1.123 2.445 4.056
H 3.063 2.962 6.771
H 4.164 0.965 5.764
H 3.192 -0.038 3.714
H 0.270 2.864 3.531

Cartesian forces (eV/Å) of the 6 atoms listed first:
0.451 0.158 0.626
0.319 0.794 -0.245
1.295 -0.536 -0.177
-0.569 -1.060 0.457
-0.517 0.335 -0.039
-0.201 -0.195 0.000

Atomic partial charges in e from the Löwdin method, atoms 1 to 2: 1.152 0.023